(one)
C5H30N2O8 | ωB97M-V with the def2-TZVPD basis set

Each line ends with the natural charge from an NBO analysis.
Geometry (Å):
O 1.39 -2.99 -1.02  -0.931
O -3.32 -1.97 -1.27  -0.961
O -1.14 -2.85 0.14  -1.004
O -3.14 1.28 -1.02  -0.955
O -2.42 -0.71 1.36  -0.973
O 3.44 -2.07 -0.77  -1.005
O -1.86 2.73 2.47  -0.964
O 2.97 0.99 -1.31  -0.979
N 1.09 1.47 1.10  -0.687
N 0.20 2.55 -1.89  -0.835
C -0.16 0.89 0.55  -0.269
C 0.10 0.23 -0.82  -0.447
C -0.13 1.15 -2.03  -0.236
C 2.44 -0.27 2.39  -0.658
C 1.52 0.96 2.41  -0.221
H -2.13 2.15 3.17  0.476
H 1.16 0.04 -0.74  0.231
H -3.72 1.24 -1.79  0.479
H 1.90 -1.18 2.68  0.208
H 2.68 -0.60 1.38  0.226
H 3.34 -0.14 2.98  0.214
H 1.97 1.49 0.59  0.392
H 1.14 2.66 -1.54  0.377
H -0.84 1.73 0.51  0.184
H -0.41 -0.72 -1.02  0.210
H -0.36 0.13 1.29  0.210
H 3.78 1.42 -1.62  0.477
H 0.63 0.64 2.95  0.174
H -0.95 2.66 2.19  0.492
H -3.12 -1.03 -1.15  0.501
H -1.11 0.96 -2.47  0.169
H 1.05 -2.81 -1.90  0.485
H 2.62 -2.56 -0.89  0.467
H -0.48 2.98 -1.29  0.343
H 0.48 0.71 -2.84  0.200
H -4.02 -2.18 -0.63  0.481
H -2.31 1.70 -1.30  0.481
H -2.13 0.21 1.28  0.504
H -1.65 -2.45 0.86  0.496
H 0.67 -2.90 -0.37  0.534
H -2.97 -0.75 2.15  0.477
H -1.76 -2.64 -0.59  0.499
H 3.29 0.17 -0.91  0.506
H 3.75 -2.04 -1.69  0.445
H 2.04 1.77 2.93  0.190

Values from the calculation:
Charge: 0
Kohn-Sham gap (eV): 8.514

***

(two)
C5H30N2O8 | ωB97M-V with the def2-TZVPD basis set

Each line ends with the natural charge from an NBO analysis.
Geometry (Å):
O -0.36 -0.39 4.29  -0.931
O -1.77 2.58 -2.11  -1.017
O 0.79 2.84 -1.09  -0.998
O 2.88 -2.63 2.02  -0.993
O 1.03 -1.56 -2.69  -0.980
O -3.80 1.23 -0.87  -0.982
O 2.93 -0.05 -1.50  -0.987
O 3.93 -0.30 1.07  -0.983
N -1.43 -2.42 -1.48  -0.877
N 0.37 1.77 0.94  -0.655
C -2.03 -1.38 -0.64  -0.214
C 0.10 -0.86 0.72  -0.424
C -1.38 -1.27 0.76  -0.413
C -1.00 2.27 1.22  -0.431
C 0.50 0.49 0.11  -0.262
H 0.98 -2.41 -3.13  0.477
H -1.49 -2.25 1.22  0.205
H 2.81 -3.26 1.28  0.463
H -1.54 -3.33 -1.04  0.366
H 0.21 -1.64 -2.17  0.503
H 3.52 0.38 1.62  0.483
H 1.54 0.57 -0.16  0.230
H -1.02 2.75 2.19  0.211
H -1.83 -2.41 -2.40  0.374
H -1.80 3.12 -2.90  0.491
H -0.16 0.76 -0.73  0.197
H -1.83 1.57 1.22  0.193
H 0.24 -1.08 3.94  0.472
H -1.00 2.72 -1.54  0.514
H 3.28 -1.79 1.71  0.499
H 3.80 -0.25 -1.85  0.477
H 0.38 -0.89 1.78  0.207
H -1.19 2.98 0.40  0.195
H 1.16 1.97 -1.35  0.471
H -1.12 -0.53 3.71  0.464
H 3.71 -0.23 0.12  0.507
H -3.07 -1.55 -0.34  0.188
H -1.93 -0.46 1.21  0.213
H 0.82 1.57 1.83  0.364
H -4.38 1.96 -1.05  0.471
H 2.37 -0.79 -1.85  0.518
H -2.92 1.46 -1.18  0.497
H 0.92 2.75 -0.12  0.490
H 0.68 -1.54 0.09  0.216
H -1.94 -0.49 -1.26  0.194

Values from the calculation:
Charge: 0
Kohn-Sham gap (eV): 9.635

***

(two) is favored, and the nearest alternative lies 15.5 kcal/mol above it.

***

(one)
C21H25N3O5 | ωB97M-V with the def2-TZVPD basis set

Each line ends with the natural charge from an NBO analysis.
Geometry (Å):
O 0.81 -3.09 3.34  -0.455
O -0.46 -2.85 5.14  -0.557
O -0.30 2.20 -1.81  -0.619
O 1.72 -1.86 -0.49  -0.652
O -5.25 -1.10 1.98  -0.716
N 0.19 0.00 -2.05  -0.604
N 1.91 0.30 0.20  -0.443
N -1.91 0.14 0.10  -0.439
C -3.11 0.63 -1.91  -0.233
C 1.02 -1.39 1.71  -0.287
C 3.98 1.02 1.28  -0.409
C 4.42 1.14 -2.57  -0.610
C -4.30 0.20 -1.35  0.041
C 2.46 1.12 1.28  -0.208
C 3.89 0.63 -1.24  -0.217
C 4.55 1.40 -0.08  -0.397
C 1.60 -1.01 0.38  0.692
C 2.37 0.79 -1.11  -0.054
C 0.09 -0.58 2.46  -0.100
C -5.53 -0.73 0.64  -0.076
C 1.30 -2.61 2.19  0.273
C -4.27 -0.25 -0.02  -0.086
C -0.62 1.03 -1.71  0.654
C -0.08 -2.35 4.13  0.730
C -0.44 -1.04 3.60  -0.352
C 1.60 0.22 -2.31  -0.219
C -5.58 0.22 -2.14  -0.643
C -3.06 -0.26 0.65  0.053
C -1.95 0.60 -1.14  0.124
H -3.01 -0.62 1.67  0.215
H -0.21 0.38 2.05  0.250
H 2.13 2.15 1.13  0.204
H 4.11 2.17 -2.75  0.206
H 4.26 -0.01 1.53  0.200
H -6.02 -0.78 -2.19  0.223
H 1.95 -3.31 1.68  0.215
H -6.28 0.07 0.60  0.173
H 2.06 0.78 2.24  0.219
H 4.40 2.47 -0.26  0.196
H -1.15 -0.48 4.18  0.238
H 1.69 0.93 -3.13  0.217
H -5.40 0.57 -3.15  0.225
H -0.06 -0.92 -1.73  0.417
H -6.31 0.88 -1.67  0.225
H -3.07 0.99 -2.92  0.223
H 2.14 1.87 -1.09  0.220
H 5.51 1.11 -2.59  0.214
H -5.94 -1.58 0.08  0.173
H 4.11 -0.44 -1.14  0.209
H 2.03 -0.73 -2.63  0.227
H 4.39 1.67 2.06  0.216
H 5.63 1.23 -0.10  0.213
H 4.06 0.54 -3.41  0.213
H -6.06 -1.44 2.38  0.478

Values from the calculation:
Charge: 0
Kohn-Sham gap (eV): 9.362

***

(two)
C21H25N3O5 | ωB97M-V with the def2-TZVPD basis set

Each line ends with the natural charge from an NBO analysis.
Geometry (Å):
O 3.03 -2.22 3.87  -0.605
O -2.38 0.54 4.10  -0.625
O -2.58 -0.25 -0.53  -0.638
O 4.15 0.00 2.16  -0.726
O 1.27 -1.18 4.73  -0.447
N -3.09 -1.15 2.74  -0.469
N 0.27 0.86 1.25  -0.437
N -2.38 1.10 1.28  -0.610
C -1.89 0.32 0.30  0.649
C -0.34 -2.15 2.73  -0.093
C -3.44 -2.56 2.92  -0.207
C 0.95 -2.54 2.78  -0.349
C -0.01 -0.79 4.64  0.285
C -2.19 -0.55 3.58  0.700
C -3.76 1.03 1.70  -0.218
C 1.56 0.59 1.42  0.036
C -0.86 -1.23 3.70  -0.290
C -4.65 -2.68 3.85  -0.409
C 0.21 -0.79 -0.47  -0.222
C 2.25 -0.38 0.71  -0.071
C -0.39 0.17 0.33  0.095
C 2.24 -2.13 -1.11  -0.643
C -4.19 -0.38 2.15  -0.050
C 3.67 -0.75 1.07  -0.087
C -6.59 0.38 2.45  -0.610
C -5.82 -1.84 3.34  -0.397
C 1.84 -2.02 3.79  0.749
C -5.42 -0.38 3.06  -0.220
C 1.56 -1.07 -0.29  0.027
H 3.08 -1.71 -1.68  0.229
H -0.29 -0.07 5.40  0.225
H 4.22 -0.60 2.92  0.497
H -3.66 -2.99 1.94  0.201
H -3.89 1.74 2.51  0.224
H -6.83 -0.02 1.46  0.205
H -4.35 -2.34 4.84  0.202
H -6.38 1.44 2.34  0.214
H -0.98 -2.49 1.92  0.237
H 1.55 -2.58 -1.82  0.225
H -6.64 -1.87 4.05  0.214
H -4.94 -3.73 3.94  0.216
H 4.33 -0.60 0.21  0.184
H -4.41 1.32 0.87  0.217
H -0.39 -1.32 -1.20  0.242
H 2.65 -2.92 -0.48  0.220
H -2.59 -3.10 3.34  0.213
H 3.69 -1.82 1.30  0.188
H -4.45 -0.94 1.24  0.217
H -5.13 0.09 4.01  0.212
H -7.48 0.28 3.07  0.214
H 2.08 1.15 2.19  0.220
H 1.38 -3.21 2.06  0.236
H -6.19 -2.27 2.40  0.196
H -1.70 1.46 1.93  0.436

Values from the calculation:
Charge: 0
Kohn-Sham gap (eV): 9.194

***

(two) is favored, and the nearest alternative lies 9.4 kcal/mol above it.

***

(one)
C4H9PS | ωB97M-V with the def2-TZVPD basis set

Each line ends with the natural charge from an NBO analysis.
Geometry (Å):
S 2.40 1.10 -1.12  0.047
P -1.20 1.61 -0.06  0.361
C 3.10 2.57 -0.24  -0.739
C -1.33 0.02 0.49  -0.365
C -0.34 -0.44 1.53  -0.643
C -2.44 -0.90 0.15  -0.672
H -3.27 -0.31 0.58  0.243
H 2.81 3.28 -0.91  0.219
H -0.81 -0.65 2.49  0.215
H -2.63 -0.96 -0.89  0.232
H 4.16 2.45 -0.34  0.236
H -2.32 -1.83 0.50  0.211
H 0.43 0.19 1.69  0.221
H -0.03 -1.38 1.20  0.213
H 2.63 2.61 0.69  0.220

Values from the calculation:
Charge: 0
Kohn-Sham gap (spin up / spin down) (eV): 7.958 / 6.279

***

(two)
C4H9PS | ωB97M-V with the def2-TZVPD basis set

Each line ends with the natural charge from an NBO analysis.
Geometry (Å):
S 3.36 0.71 0.28  -0.381
P 2.38 -0.92 -0.03  0.386
C -0.42 0.11 1.44  -0.683
C -0.81 -1.26 -0.67  -0.675
C -0.16 -0.09 -0.01  0.093
C 0.00 1.15 -0.82  -0.688
H -1.42 0.55 1.58  0.211
H -1.88 -1.09 -0.77  0.209
H 0.28 0.92 -1.85  0.214
H 0.30 0.80 1.88  0.225
H 0.76 1.80 -0.39  0.231
H -0.39 -0.83 1.99  0.215
H -0.40 -1.41 -1.67  0.216
H -0.66 -2.17 -0.10  0.216
H -0.93 1.72 -0.84  0.211

Values from the calculation:
Charge: 0
Kohn-Sham gap (eV): 6.011

***

(two) is favored, and the nearest alternative lies 58.0 kcal/mol above it.

***

(one)
C3H5BrS | ωB97M-V with the def2-TZVPD basis set

Each line ends with the natural charge from an NBO analysis.
Geometry (Å):
Br -3.05 -0.34 0.09  0.001
S 0.04 2.00 0.62  -0.055
C -0.18 0.12 0.14  -0.085
C -1.18 -0.87 -0.02  -0.265
C 1.25 -0.34 0.00  -0.676
H -1.16 -1.88 -0.23  0.225
H 1.96 0.44 0.55  0.230
H 1.39 -1.28 0.52  0.221
H 1.53 -0.41 -1.09  0.233
H -0.59 2.56 -0.57  0.171

Values from the calculation:
Charge: 0
Kohn-Sham gap (eV): 9.615

***

(two)
C3H5BrS | ωB97M-V with the def2-TZVPD basis set

Each line ends with the natural charge from an NBO analysis.
Geometry (Å):
Br 0.43 -2.12 -1.03  0.061
S 1.43 0.08 1.20  0.136
C -0.09 0.75 -1.07  -0.659
C 0.20 -0.40 -0.16  -0.137
C -0.22 -0.39 1.38  -0.563
H -0.80 0.52 1.66  0.229
H -1.10 0.50 -1.59  0.221
H 0.78 0.84 -1.79  0.238
H -0.41 -1.38 1.82  0.242
H -0.23 1.60 -0.41  0.232

Values from the calculation:
Charge: 0
Kohn-Sham gap (eV): 9.588

***

(three)
C3H5BrS | ωB97M-V with the def2-TZVPD basis set

Each line ends with the natural charge from an NBO analysis.
Geometry (Å):
Br -3.16 1.03 0.33  0.025
S -1.97 -1.90 0.00  0.190
C 1.46 0.55 -0.28  -0.376
C 1.54 -0.03 0.92  -0.389
C -2.14 -0.43 -0.54  -0.439
H 2.49 0.01 1.46  0.193
H -2.02 -0.06 -1.62  0.223
H 2.29 1.13 -0.54  0.187
H 0.91 -0.93 1.22  0.196
H 0.60 0.62 -0.95  0.191

Values from the calculation:
Charge: 0
Kohn-Sham gap (eV): 8.612

***

(two) is favored, and the nearest alternative lies 23.3 kcal/mol above it.

***

(one)
C2H2F2O | ωB97M-V with the def2-TZVPD basis set

Each line ends with the natural charge from an NBO analysis.
Geometry (Å):
F 1.25 1.03 0.41  -0.313
F 1.32 -1.13 0.37  -0.306
O -0.01 -0.08 -1.19  -0.470
C -0.79 0.01 0.02  -0.193
C 0.61 -0.06 0.03  0.852
H -1.37 -0.83 0.38  0.212
H -1.00 1.07 -0.03  0.218

Values from the calculation:
Charge: 0
Kohn-Sham gap (eV): 12.679

***

(two)
C2H2F2O | ωB97M-V with the def2-TZVPD basis set

Each line ends with the natural charge from an NBO analysis.
Geometry (Å):
F -2.99 0.86 0.19  -0.303
F 1.27 0.49 -1.16  -0.321
O 2.41 -0.66 0.34  -0.530
C -1.88 0.37 0.66  0.264
C 1.61 -0.65 -0.59  0.718
H 1.02 -1.46 -0.89  0.128
H -1.44 1.05 1.45  0.043

Values from the calculation:
Charge: 0
Kohn-Sham gap (eV): 9.031

***

(one) is favored, and the nearest alternative lies 58.4 kcal/mol above it.

***

(one)
C10H7NO | ωB97M-V with the def2-TZVPD basis set

Each line ends with the natural charge from an NBO analysis.
Geometry (Å):
O -1.97 2.53 1.60  -0.505
N -0.54 -2.08 0.21  -0.377
C 2.25 0.50 -1.53  -0.204
C 1.26 1.06 -0.74  -0.190
C 2.27 -0.90 -1.70  -0.200
C -1.72 -0.18 1.13  -0.205
C -0.82 0.69 0.63  -0.115
C -0.98 2.12 1.03  0.423
C 1.31 -1.72 -1.20  -0.189
C -1.54 -1.55 0.91  0.052
C 0.33 -1.18 -0.35  0.142
C 0.29 0.22 -0.14  -0.082
H 3.05 1.09 -1.98  0.221
H -0.11 2.80 0.77  0.118
H -2.57 0.24 1.71  0.250
H -2.25 -2.30 1.36  0.198
H 1.31 2.16 -0.56  0.216
H 1.28 -2.77 -1.38  0.231
H 3.07 -1.28 -2.38  0.217

Values from the calculation:
Charge: 0
Kohn-Sham gap (eV): 8.455

***

(two)
C10H7NO | ωB97M-V with the def2-TZVPD basis set

Each line ends with the natural charge from an NBO analysis.
Geometry (Å):
O 1.78 3.30 1.31  -0.490
N 1.19 0.69 2.12  -0.355
C -0.98 0.08 -2.19  -0.231
C -0.69 -1.90 -0.82  -0.194
C 0.77 2.66 0.87  0.391
C 0.02 0.44 -0.01  -0.131
C -1.19 -1.35 -2.01  -0.165
C 1.08 -0.68 2.27  0.057
C 0.56 -1.61 1.32  -0.213
C -0.50 0.89 -1.23  -0.140
C 0.01 -1.06 0.16  0.015
C 0.66 1.12 0.98  0.115
H -0.38 2.16 -1.38  0.213
H -0.87 -2.93 -0.62  0.212
H 0.37 -2.51 1.51  0.194
H -1.50 0.56 -2.97  0.219
H -1.62 -1.97 -2.66  0.209
H 1.47 -1.12 3.02  0.171
H -0.17 3.21 0.32  0.126

Values from the calculation:
Charge: 0
Kohn-Sham gap (eV): 8.377

***

(one) is favored, and the nearest alternative lies 65.4 kcal/mol above it.

***

(one)
C3H11NO | ωB97M-V with the def2-TZVPD basis set

Each line ends with the natural charge from an NBO analysis.
Geometry (Å):
O 2.67 0.39 -0.24  -0.728
N 1.05 -1.04 -0.74  -0.874
C -3.05 0.55 0.02  -0.622
C -1.85 0.09 0.97  -0.619
C 1.30 0.16 -0.06  0.081
H 1.43 -1.06 -1.67  0.359
H -3.84 1.13 0.52  0.211
H 3.18 -0.35 0.16  0.469
H -3.39 -0.50 -0.33  0.209
H -0.97 0.74 0.79  0.189
H -2.76 1.08 -0.88  0.206
H -1.41 -0.96 0.87  0.218
H 0.59 0.76 -0.50  0.183
H -2.16 0.27 2.01  0.205
H 1.30 -1.93 -0.53  0.357
H 0.90 0.24 1.02  0.155

Values from the calculation:
Charge: 0
Kohn-Sham gap (eV): 10.061

***

(two)
C3H11NO | ωB97M-V with the def2-TZVPD basis set

Each line ends with the natural charge from an NBO analysis.
Geometry (Å):
O 2.15 -2.19 0.48  -0.955
N 0.39 0.31 0.84  -0.863
C -0.82 2.00 -0.71  -0.627
C -0.42 0.53 -0.40  -0.038
C -1.61 -0.46 -0.25  -0.619
H 2.24 -1.90 -0.43  0.460
H -2.38 -0.06 0.42  0.202
H 0.06 2.57 -0.39  0.209
H 1.47 -1.62 0.86  0.489
H -1.30 -1.36 0.28  0.226
H 1.36 0.59 0.69  0.357
H 0.17 0.19 -1.24  0.176
H 0.13 1.00 1.56  0.356
H -1.66 2.34 -0.10  0.205
H -1.07 2.10 -1.76  0.217
H -1.95 -0.67 -1.27  0.207

Values from the calculation:
Charge: 0
Kohn-Sham gap (eV): 10.856

***

(two) is favored, and the nearest alternative lies 43.3 kcal/mol above it.

***

(one)
C3H11NO | ωB97M-V with the def2-TZVPD basis set

Each line ends with the natural charge from an NBO analysis.
Geometry (Å):
O 0.53 -1.88 2.21  -0.949
N -0.28 0.57 0.40  -0.661
C 0.81 -0.92 -1.23  -0.627
C 0.68 0.54 -0.74  -0.232
C -1.45 1.42 0.16  -0.426
H -2.17 0.89 -0.44  0.199
H 1.69 0.92 -0.61  0.193
H 0.40 -2.59 1.59  0.461
H -1.30 2.48 -0.09  0.181
H 0.89 -1.07 -2.30  0.211
H 1.71 -1.31 -0.75  0.211
H 0.16 -1.14 1.71  0.478
H -0.10 -1.43 -0.91  0.213
H 0.16 0.85 1.27  0.362
H 0.26 1.28 -1.42  0.183
H -2.01 1.40 1.12  0.203

Values from the calculation:
Charge: 0
Kohn-Sham gap (eV): 10.405

***

(two)
C3H11NO | ωB97M-V with the def2-TZVPD basis set

Each line ends with the natural charge from an NBO analysis.
Geometry (Å):
O 1.46 1.68 1.21  -0.987
N -0.06 -0.12 0.14  -0.474
C 0.84 -1.15 -0.29  -0.416
C -1.34 -0.79 0.45  -0.410
C -0.18 0.89 -0.92  -0.422
H 0.80 -1.99 0.42  0.202
H 1.87 -0.76 -0.32  0.214
H -0.54 1.85 -0.53  0.208
H -1.72 -1.33 -0.44  0.173
H 0.76 1.06 -1.47  0.223
H 0.83 0.94 1.00  0.480
H -0.93 0.48 -1.62  0.172
H 0.58 -1.52 -1.29  0.168
H -2.11 -0.09 0.80  0.206
H 0.89 2.38 1.60  0.455
H -1.15 -1.53 1.24  0.207

Values from the calculation:
Charge: 0
Kohn-Sham gap (eV): 10.171

***

(two) is favored, and the nearest alternative lies 2.3 kcal/mol above it.

***

(one)
C4H9F | ωB97M-V with the def2-TZVPD basis set

Each line ends with the natural charge from an NBO analysis.
Geometry (Å):
F -0.32 -0.68 -1.18  -0.378
C 0.73 -1.33 1.28  -0.600
C -0.52 1.65 -0.76  -0.636
C 0.59 0.10 0.76  -0.435
C -0.55 0.22 -0.14  0.194
H -0.19 -1.70 1.65  0.207
H 1.44 0.55 0.29  0.214
H 0.54 1.74 -0.99  0.202
H -0.99 1.86 -1.89  0.224
H -0.92 2.31 0.02  0.213
H 1.17 -2.11 0.65  0.220
H 0.40 0.71 1.71  0.209
H 1.43 -1.24 2.20  0.201
H -1.56 0.09 0.21  0.166

Values from the calculation:
Charge: 0
Kohn-Sham gap (eV): 12.242

***

(two)
C4H9F | ωB97M-V with the def2-TZVPD basis set

Each line ends with the natural charge from an NBO analysis.
Geometry (Å):
F 0.83 -0.84 -0.83  -0.332
C 0.03 -0.78 1.37  -0.621
C 0.46 1.43 -0.02  -0.649
C 0.11 -0.07 -0.07  0.305
C -1.28 0.05 -0.46  -0.640
H 0.97 -0.94 1.58  0.196
H -1.90 0.86 0.24  0.220
H -0.79 2.18 0.00  0.209
H -0.51 -1.75 1.20  0.206
H -1.05 0.73 -1.27  0.215
H -0.28 -0.04 2.06  0.213
H 1.53 1.95 0.30  0.246
H 0.44 1.67 -1.07  0.202
H -1.81 -0.95 -0.50  0.229

Values from the calculation:
Charge: 0
Kohn-Sham gap (eV): 11.322

***

(one) is favored, and the nearest alternative lies 75.5 kcal/mol above it.